--- one ---
# CH2ClNOS2

CH2ClNOS2 as an isolated structure (the ωB97M-V functional and the def2-TZVPD basis, the Open Molecules 2025 dataset).

## Properties
**Orbital gap**: 0.300 Eh
**HOMO**: -9.66 eV

Cartesian coordinates (Å):
C1 1.183 0.460 -0.013
N1 0.367 -0.077 -0.859
O1 0.916 0.672 1.207
S1 -1.888 -0.052 0.965
S2 -1.202 -0.124 -0.879
Cl1 -1.342 -2.250 -1.528
H1 2.177 0.777 -0.221
H2 -0.211 0.595 1.326

What are the natural (NBO) partial charges on each atom? They are as follows, in elementary charge units: atom 1 (C): 0.529, atom 2 (N): -0.839, atom 3 (O): -0.633, atom 4 (S): -0.366, atom 5 (S): 0.979, atom 6 (Cl): -0.277, atom 7 (H): 0.178, atom 8 (H): 0.430

***

--- two ---
# CH2ClNOS2

A 2-piece molecular cluster, CH2ClNOS2 overall (the ωB97M-V functional and the def2-TZVPD basis, the Open Molecules 2025 dataset).

## Properties
**Orbital gap (spin up / spin down)**: 0.261 / 0.258 Eh
**HOMO (spin up / spin down)**: -9.13 / -9.16 eV
**Structure (SMILES)**: O=C(S)N=S.Cl

Cartesian coordinates (Å):
C1 -1.909 0.098 0.112
N1 -3.062 -0.536 -0.089
O1 -0.908 -0.364 0.497
S1 -2.122 1.778 -0.429
S2 -4.300 -1.343 0.221
Cl1 2.155 -1.885 -0.009
H1 -0.892 1.933 -0.351
H2 1.167 -1.637 0.647

What are the natural (NBO) partial charges on each atom? They are as follows, in elementary charge units: atom 1 (C): 0.514, atom 2 (N): -0.657, atom 3 (O): -0.560, atom 4 (S): 0.004, atom 5 (S): 0.574, atom 6 (Cl): -0.262, atom 7 (H): 0.124, atom 8 (H): 0.262

***

Which structure is the most stable? The one labeled one.

***

--- one ---
# C7H15N

An isolated ion of composition C7H15N and charge +1 (the ωB97M-V functional and the def2-TZVPD basis, the Open Molecules 2025 dataset).

## Properties
**Multiplicity**: 2
**Orbital gap (spin up / spin down)**: 0.402 / 0.281 Eh
**HOMO (spin up / spin down)**: -14.05 / -14.76 eV
**Expectation value of S²**: 0.756
**Net charge**: +1

Cartesian coordinates (Å):
C1 1.439 -2.152 -1.897
C2 1.227 -1.062 -0.978
C3 -0.286 -0.895 -0.665
N1 -0.849 1.951 -0.923
C4 -0.738 1.366 0.369
C5 -0.482 0.046 0.490
C6 -0.382 -0.566 1.905
C7 -0.839 2.248 1.610
H1 2.211 -1.734 -2.641
H2 1.566 -3.226 -1.508
H3 0.650 -2.358 -2.629
H4 1.534 -0.136 -1.595
H5 1.780 -1.051 -0.009
H6 -0.543 -1.948 -0.623
H7 -0.776 -0.345 -1.586
H8 -1.416 1.531 -1.596
H9 -1.106 2.972 -0.722
H10 0.593 -1.185 2.034
H11 -1.320 -1.044 2.258
H12 -0.130 0.046 2.793
H13 0.061 2.017 2.244
H14 -1.643 2.343 2.276
H15 -0.551 3.181 1.393

What are the natural (NBO) partial charges on each atom? They are as follows, in elementary charge units: atom 1 (C): -0.657, atom 2 (C): -0.377, atom 3 (C): -0.469, atom 4 (N): -0.644, atom 5 (C): 0.291, atom 6 (C): 0.237, atom 7 (C): -0.724, atom 8 (C): -0.692, atom 9 (H): 0.246, atom 10 (H): 0.240, atom 11 (H): 0.228, atom 12 (H): 0.214, atom 13 (H): 0.221, atom 14 (H): 0.274, atom 15 (H): 0.209, atom 16 (H): 0.416, atom 17 (H): 0.418, atom 18 (H): 0.265, atom 19 (H): 0.281, atom 20 (H): 0.253, atom 21 (H): 0.255, atom 22 (H): 0.279, atom 23 (H): 0.237

***

--- two ---
# C7H15N

A 2-piece molecular cluster, C7H15N overall (the ωB97M-V functional and the def2-TZVPD basis, the Open Molecules 2025 dataset).

## Properties
**Multiplicity**: 2
**Orbital gap (spin up / spin down)**: 0.301 / 0.160 Eh
**HOMO (spin up / spin down)**: -12.87 / -12.85 eV
**Expectation value of S²**: 0.752
**Net charge**: +1

Cartesian coordinates (Å):
C1 0.211 -1.263 1.303
C2 -0.102 -2.473 0.657
C3 0.883 -3.479 0.296
C4 -0.769 -0.255 1.666
H1 1.250 -1.061 1.549
H2 -1.142 -2.677 0.413
H3 0.624 -4.420 0.803
H4 0.824 -3.697 -0.776
H5 1.898 -3.197 0.568
H6 -1.788 -0.571 1.459
H7 -0.564 0.669 1.100
H8 -0.657 0.001 2.725
C5 -1.362 2.915 -0.721
C6 -0.379 2.017 -1.446
C7 1.750 1.166 -1.025
N1 0.958 2.128 -0.857
H9 -2.364 2.817 -1.140
H10 -1.414 2.662 0.338
H11 -1.055 3.956 -0.792
H12 -0.302 2.315 -2.494
H13 -0.718 0.969 -1.433
H14 1.454 0.250 -1.558
H15 2.762 1.228 -0.634

What are the natural (NBO) partial charges on each atom? They are as follows, in elementary charge units: atom 1 (C): 0.131, atom 2 (C): 0.122, atom 3 (C): -0.716, atom 4 (C): -0.724, atom 5 (H): 0.228, atom 6 (H): 0.226, atom 7 (H): 0.304, atom 8 (H): 0.300, atom 9 (H): 0.250, atom 10 (H): 0.248, atom 11 (H): 0.317, atom 12 (H): 0.300, atom 13 (C): -0.606, atom 14 (C): -0.262, atom 15 (C): -0.080, atom 16 (N): -0.368, atom 17 (H): 0.221, atom 18 (H): 0.189, atom 19 (H): 0.234, atom 20 (H): 0.223, atom 21 (H): 0.151, atom 22 (H): 0.126, atom 23 (H): 0.187

***

Which structure is the most stable? The one labeled one.

***

--- one ---
# CH13O5S

A 6-piece molecular cluster, CH13O5S overall (the ωB97M-V functional and the def2-TZVPD basis, the Open Molecules 2025 dataset).

## Properties
**Orbital gap**: 0.254 Eh
**HOMO**: -3.93 eV
**Net charge**: -1

Cartesian coordinates (Å):
C1 -1.594 0.918 1.795
S1 -0.742 -0.438 0.882
H1 -1.082 1.126 2.749
H2 -1.740 1.766 1.131
H3 -2.596 0.645 2.144
H4 -1.413 -2.264 -0.530
H5 -0.774 -3.073 0.409
O1 -1.203 -3.219 -0.464
H6 0.178 -0.289 -1.894
H7 -0.761 0.532 -1.180
O2 -0.324 0.513 -2.068
H8 1.647 -0.651 3.589
H9 0.765 -0.625 2.226
O3 1.214 -1.183 2.936
H10 5.270 3.318 -0.175
H11 4.516 2.019 0.169
O4 5.161 2.631 0.501
H12 -1.773 0.594 -3.249
H13 -2.248 0.149 -4.483
O5 -2.182 1.013 -4.047

What are the natural (NBO) partial charges on each atom? They are as follows, in elementary charge units: atom 1 (C): -0.716, atom 2 (S): -0.697, atom 3 (H): 0.188, atom 4 (H): 0.191, atom 5 (H): 0.183, atom 6 (H): 0.484, atom 7 (H): 0.478, atom 8 (O): -0.979, atom 9 (H): 0.474, atom 10 (H): 0.497, atom 11 (O): -0.999, atom 12 (H): 0.445, atom 13 (H): 0.487, atom 14 (O): -1.013, atom 15 (H): 0.466, atom 16 (H): 0.478, atom 17 (O): -0.944, atom 18 (H): 0.497, atom 19 (H): 0.444, atom 20 (O): -0.964

***

--- two ---
# CH13O5S

A 6-piece molecular cluster, CH13O5S overall (the ωB97M-V functional and the def2-TZVPD basis, the Open Molecules 2025 dataset).

## Properties
**Orbital gap**: 0.243 Eh
**HOMO**: -3.33 eV
**Net charge**: -1

Cartesian coordinates (Å):
C1 -0.295 -2.559 -0.584
S1 1.132 -1.913 -1.472
H1 -0.083 -2.911 0.433
H2 -1.173 -1.906 -0.474
H3 -0.724 -3.453 -1.038
H4 2.639 0.462 0.540
H5 2.514 1.874 -0.065
O1 2.742 1.402 0.738
H6 -0.892 0.439 -1.126
H7 0.524 0.201 -0.786
O2 -0.086 0.955 -0.989
H8 -0.089 -0.215 2.422
H9 -0.912 -1.386 2.147
O3 -0.543 -0.918 2.911
H10 -2.735 -0.175 2.889
H11 -2.283 1.214 2.514
O4 -3.047 0.632 2.457
H12 -0.308 2.605 -1.906
H13 -0.007 3.879 -2.642
O5 -0.689 3.487 -2.081

What are the natural (NBO) partial charges on each atom? They are as follows, in elementary charge units: atom 1 (C): -0.756, atom 2 (S): -0.674, atom 3 (H): 0.168, atom 4 (H): 0.155, atom 5 (H): 0.181, atom 6 (H): 0.485, atom 7 (H): 0.473, atom 8 (O): -0.965, atom 9 (H): 0.474, atom 10 (H): 0.495, atom 11 (O): -1.019, atom 12 (H): 0.479, atom 13 (H): 0.476, atom 14 (O): -0.954, atom 15 (H): 0.478, atom 16 (H): 0.470, atom 17 (O): -0.951, atom 18 (H): 0.504, atom 19 (H): 0.449, atom 20 (O): -0.968

***

Which structure is the most stable? The one labeled two.

***

--- one ---
# C2H13NO3S

A 4-piece molecular cluster, C2H13NO3S overall (the ωB97M-V functional and the def2-TZVPD basis, the Open Molecules 2025 dataset).

## Properties
**Orbital gap**: 0.364 Eh
**HOMO**: -9.38 eV
**Structure (SMILES)**: NCCS.O.O.O

Cartesian coordinates (Å):
C1 -0.366 -0.386 0.284
C2 -0.850 -0.300 1.749
S1 0.196 0.589 2.893
N1 -1.205 -1.297 -0.629
H1 0.626 -0.654 0.189
H2 -0.471 0.606 -0.208
H3 -1.391 -1.152 2.070
H4 -1.904 0.312 1.656
H5 0.770 -0.539 3.451
H6 -1.048 -1.020 -1.566
H7 -2.181 -1.084 -0.439
H8 -0.798 2.517 -2.828
H9 -0.235 1.378 -3.581
O1 -0.834 1.510 -2.870
H10 2.005 -3.224 0.674
H11 1.418 -2.436 -0.293
O2 1.690 -3.285 -0.171
H12 1.373 2.094 0.047
H13 1.984 3.461 -0.071
O3 1.223 2.910 -0.357

What are the natural (NBO) partial charges on each atom? They are as follows, in elementary charge units: atom 1 (C): -0.232, atom 2 (C): -0.576, atom 3 (S): -0.010, atom 4 (N): -0.832, atom 5 (H): 0.161, atom 6 (H): 0.194, atom 7 (H): 0.239, atom 8 (H): 0.214, atom 9 (H): 0.130, atom 10 (H): 0.364, atom 11 (H): 0.347, atom 12 (H): 0.476, atom 13 (H): 0.464, atom 14 (O): -0.938, atom 15 (H): 0.452, atom 16 (H): 0.454, atom 17 (O): -0.905, atom 18 (H): 0.468, atom 19 (H): 0.469, atom 20 (O): -0.937

***

--- two ---
# C2H13NO3S

A 4-piece molecular cluster, C2H13NO3S overall (the ωB97M-V functional and the def2-TZVPD basis, the Open Molecules 2025 dataset).

## Properties
**Orbital gap**: 0.340 Eh
**HOMO**: -8.63 eV
**Structure (SMILES)**: NCCS.O.O.O

Cartesian coordinates (Å):
C1 -0.161 -1.203 -0.785
C2 0.620 0.165 -0.805
S1 1.272 0.738 0.799
N1 -0.983 -1.134 -2.079
H1 -0.804 -1.182 0.082
H2 0.316 -2.185 -0.765
H3 -0.116 0.833 -1.263
H4 1.436 0.280 -1.517
H5 2.414 -0.039 0.696
H6 -1.942 -1.428 -1.851
H7 -0.659 -1.930 -2.631
H8 -3.551 1.355 0.207
H9 -2.548 2.273 -0.369
O1 -2.599 1.490 0.195
H10 1.957 -3.470 2.459
H11 2.543 -2.252 3.203
O2 2.234 -2.560 2.345
H12 -0.256 2.740 0.708
H13 0.757 3.922 0.971
O3 0.071 3.589 0.400

What are the natural (NBO) partial charges on each atom? They are as follows, in elementary charge units: atom 1 (C): -0.237, atom 2 (C): -0.535, atom 3 (S): -0.086, atom 4 (N): -0.839, atom 5 (H): 0.197, atom 6 (H): 0.188, atom 7 (H): 0.247, atom 8 (H): 0.219, atom 9 (H): 0.144, atom 10 (H): 0.352, atom 11 (H): 0.346, atom 12 (H): 0.468, atom 13 (H): 0.474, atom 14 (O): -0.941, atom 15 (H): 0.470, atom 16 (H): 0.472, atom 17 (O): -0.941, atom 18 (H): 0.480, atom 19 (H): 0.477, atom 20 (O): -0.954

***

--- three ---
# C2H13NO3S

A 4-piece molecular cluster, C2H13NO3S overall (the ωB97M-V functional and the def2-TZVPD basis, the Open Molecules 2025 dataset).

## Properties
**Orbital gap**: 0.353 Eh
**HOMO**: -8.96 eV
**Structure (SMILES)**: NCCS.O.O.O

Cartesian coordinates (Å):
C1 0.309 0.382 -0.400
C2 1.507 0.919 -1.102
S1 3.048 0.939 -0.099
N1 -0.914 0.638 -1.167
H1 0.262 0.788 0.611
H2 0.387 -0.689 -0.167
H3 1.413 1.962 -1.440
H4 1.870 0.548 -2.069
H5 2.431 0.886 1.109
H6 -1.716 0.351 -0.629
H7 -0.932 0.124 -2.032
H8 -5.549 -3.389 2.811
H9 -4.025 -2.889 2.569
O1 -4.957 -2.698 2.521
H10 -0.155 2.897 0.392
H11 0.345 3.840 1.516
O2 -0.230 3.093 1.333
H12 2.406 -3.096 -1.835
H13 2.499 -2.241 -0.561
O3 1.999 -2.367 -1.364

What are the natural (NBO) partial charges on each atom? They are as follows, in elementary charge units: atom 1 (C): -0.258, atom 2 (C): -0.514, atom 3 (S): -0.071, atom 4 (N): -0.842, atom 5 (H): 0.209, atom 6 (H): 0.187, atom 7 (H): 0.208, atom 8 (H): 0.233, atom 9 (H): 0.123, atom 10 (H): 0.364, atom 11 (H): 0.360, atom 12 (H): 0.480, atom 13 (H): 0.480, atom 14 (O): -0.960, atom 15 (H): 0.477, atom 16 (H): 0.472, atom 17 (O): -0.948, atom 18 (H): 0.472, atom 19 (H): 0.477, atom 20 (O): -0.949

***

Which structure is the most stable? The one labeled three.

***

--- one ---
# C2H6NO2P

One molecule with the formula C2H6NO2P (the ωB97M-V functional and the def2-TZVPD basis, the Open Molecules 2025 dataset).

## Properties
**Orbital gap**: 0.370 Eh
**HOMO**: -9.52 eV
**Structure (SMILES)**: CC(=O)N=[PH2]O

Cartesian coordinates (Å):
C1 1.175 0.124 -0.574
C2 1.036 1.041 0.689
N1 0.058 -0.630 -0.977
O1 2.195 0.030 -1.219
O2 -2.232 -1.367 -0.954
P1 -1.147 -0.699 0.017
H1 1.934 0.915 1.326
H2 0.277 0.827 1.383
H3 1.078 2.124 0.584
H4 -1.810 -1.366 -1.792
H5 -1.734 0.431 0.496
H6 -0.830 -1.429 1.021

What are the natural (NBO) partial charges on each atom? They are as follows, in elementary charge units: atom 1 (C): 0.666, atom 2 (C): -0.756, atom 3 (N): -1.071, atom 4 (O): -0.577, atom 5 (O): -0.959, atom 6 (P): 1.690, atom 7 (H): 0.247, atom 8 (H): 0.184, atom 9 (H): 0.250, atom 10 (H): 0.524, atom 11 (H): -0.094, atom 12 (H): -0.104

***

--- two ---
# C2H6NO2P

One molecule with the formula C2H6NO2P (the ωB97M-V functional and the def2-TZVPD basis, the Open Molecules 2025 dataset).

## Properties
**Orbital gap**: 0.290 Eh
**HOMO**: -7.75 eV
**Structure (SMILES)**: NC(=O)[PH2]1CO1

Cartesian coordinates (Å):
C1 -1.643 -0.148 0.439
C2 2.125 -1.115 0.042
N1 -2.123 0.789 -0.409
O1 -2.084 -0.927 1.244
O2 1.786 -0.061 1.038
P1 0.454 0.027 0.110
H1 2.679 -0.491 -0.733
H2 2.537 -1.959 0.540
H3 -1.460 1.430 -0.850
H4 -3.097 0.647 -0.557
H5 0.055 1.395 0.393
H6 0.771 0.413 -1.257

What are the natural (NBO) partial charges on each atom? They are as follows, in elementary charge units: atom 1 (C): 0.617, atom 2 (C): -0.414, atom 3 (N): -0.848, atom 4 (O): -0.534, atom 5 (O): -0.812, atom 6 (P): 1.026, atom 7 (H): 0.164, atom 8 (H): 0.191, atom 9 (H): 0.437, atom 10 (H): 0.425, atom 11 (H): -0.188, atom 12 (H): -0.064

***

Which structure is the most stable? The one labeled one.

***

--- one ---
# C2HClO4

A 2-piece molecular cluster, C2HClO4 overall (the ωB97M-V functional and the def2-TZVPD basis, the Open Molecules 2025 dataset).

## Properties
**Orbital gap**: 0.334 Eh
**HOMO**: -9.33 eV

Cartesian coordinates (Å):
C1 -1.922 -1.506 -0.079
C2 2.645 0.641 0.057
O1 -1.955 -2.623 -0.263
O2 -2.040 -0.329 -0.009
O3 -1.389 0.764 0.343
O4 1.959 1.399 0.820
Cl1 1.697 0.121 -1.240
H1 1.005 1.532 0.370

What are the natural (NBO) partial charges on each atom? They are as follows, in elementary charge units: atom 1 (C): 1.044, atom 2 (C): 0.194, atom 3 (O): -0.406, atom 4 (O): -0.161, atom 5 (O): -0.473, atom 6 (O): -0.626, atom 7 (Cl): -0.060, atom 8 (H): 0.489

***

--- two ---
# C2HClO4

A 2-piece molecular cluster, C2HClO4 overall (the ωB97M-V functional and the def2-TZVPD basis, the Open Molecules 2025 dataset).

## Properties
**Orbital gap**: 0.438 Eh
**HOMO**: -11.62 eV
**Structure (SMILES)**: O=C(O)Cl.O=C=O

Cartesian coordinates (Å):
C1 -0.651 -0.783 1.755
C2 0.309 0.779 -0.715
O1 -1.434 -1.064 0.967
O2 0.145 -0.532 2.535
O3 -0.012 1.561 0.103
O4 -0.397 0.305 -1.700
Cl1 1.963 0.071 -0.697
H1 0.079 -0.338 -2.249

What are the natural (NBO) partial charges on each atom? They are as follows, in elementary charge units: atom 1 (C): 1.022, atom 2 (C): 0.777, atom 3 (O): -0.522, atom 4 (O): -0.501, atom 5 (O): -0.522, atom 6 (O): -0.645, atom 7 (Cl): -0.126, atom 8 (H): 0.517

***

Which structure is the most stable? The one labeled two.